Record 1
Molecular formula: CH4NO3
Method: DFT, ωB97M-V with the def2-TZVPD basis set

CARTESIAN COORDINATES (ANGSTROEM)
N (-1.193, -1.218, 1.256)
C (-0.175, -0.704, 0.269)
O (0.562, 0.302, 0.532)
O (-0.187, -1.408, -0.836)
H (-1.827, -1.689, 0.680)
H (-0.801, -1.868, 1.918)
H (0.871, 2.512, -1.885)
H (1.181, 1.660, -0.699)
O (1.570, 2.413, -1.235)

Calculated values
spin multiplicity: 2
electronic energy: -320.9050 Eh
energy above the lowest of the compared OMol25 structures with the same formula, charge and spin: 15.0 kcal/mol
HOMO (alpha / beta): -10.70 / -10.70 eV

---

Record 2
Molecular formula: CH4NO3P
Method: DFT, ωB97M-V with the def2-TZVPD basis set

CARTESIAN COORDINATES (ANGSTROEM)
C (-0.246, -0.968, -1.191)
N (-0.404, 0.940, 1.452)
O (1.627, 1.545, -0.014)
O (-0.436, 0.382, -1.227)
O (0.556, -1.122, -0.073)
P (0.508, 0.629, 0.079)
H (-1.177, -1.661, -0.923)
H (0.351, -1.328, -1.950)
H (-0.977, 0.203, 1.771)
H (0.197, 1.381, 2.076)

Calculated values
electronic energy: -662.3898 Eh
energy above the lowest of the compared OMol25 structures with the same formula, charge and spin: 6.3 kcal/mol
HOMO: -10.92 eV

---

Record 3
Molecular formula: CH4NO3P
Method: DFT, ωB97M-V with the def2-TZVPD basis set

CARTESIAN COORDINATES (ANGSTROEM)
C (-1.814, -0.676, -0.385)
N (1.080, 1.302, 0.139)
O (1.316, -0.698, 1.758)
O (1.238, -1.184, -0.812)
O (-0.904, -0.262, 0.234)
P (1.216, -0.325, 0.337)
H (-1.672, -1.636, -0.929)
H (-2.787, -0.236, -0.567)
H (1.130, 1.857, -0.747)
H (1.197, 1.857, 0.973)

Calculated values
electronic energy: -662.3630 Eh
energy above the lowest of the compared OMol25 structures with the same formula, charge and spin: 23.1 kcal/mol
HOMO: -10.72 eV

---

Record 4
Molecular formula: CH4NO3S3
Method: DFT, ωB97M-V with the def2-TZVPD basis set

CARTESIAN COORDINATES (ANGSTROEM)
C (0.852, -0.554, 0.077)
N (2.017, 0.338, 0.100)
O (-2.135, 1.393, 0.234)
O (-1.962, -0.861, 1.006)
O (1.810, 1.455, 0.709)
S (-1.827, -0.632, -1.839)
S (3.314, 0.003, -0.734)
S (-2.633, -0.054, -0.055)
H (1.249, -1.715, -0.010)
H (0.263, -0.583, 0.960)
H (0.181, -0.308, -0.667)
H (-1.128, 1.517, 0.220)

Calculated values
electronic energy: -1515.4915 Eh
energy above the lowest of the compared OMol25 structures with the same formula, charge and spin: 0.0 kcal/mol
HOMO: -4.08 eV
net charge: -1

---

Record 5
Molecular formula: CH4NO4P
Method: DFT, ωB97M-V with the def2-TZVPD basis set

CARTESIAN COORDINATES (ANGSTROEM)
O (0.351, -0.436, 3.334)
N (0.042, -0.268, 2.182)
O (0.854, 0.492, 1.413)
P (0.887, 0.310, -0.317)
O (1.524, -0.938, -0.720)
C (-0.935, 0.271, -0.764)
O (-1.147, -0.561, -1.833)
H (1.849, 1.318, -0.563)
H (-1.604, 0.051, 0.071)
H (-1.265, 1.167, -1.081)
H (-0.557, -1.407, -1.722)

Calculated values
electronic energy: -737.4714 Eh
energy above the lowest of the compared OMol25 structures with the same formula, charge and spin: 131.3 kcal/mol
HOMO: -10.48 eV
structure (SMILES): O=NO[P@@H](=O)CO

---

Record 6
Molecular formula: CH4NOP
Method: DFT, ωB97M-V with the def2-TZVPD basis set

CARTESIAN COORDINATES (ANGSTROEM)
C (-3.419, 0.507, -0.272)
N (-2.610, -0.326, -0.011)
O (-1.675, -0.962, 0.353)
H (-3.979, 1.032, -0.955)
P (1.475, -0.253, -0.293)
H (1.086, -1.430, -0.788)
H (2.732, -0.637, -0.425)
H (1.427, -0.684, 1.120)

Calculated values
electronic energy: -511.6937 Eh
energy above the lowest of the compared OMol25 structures with the same formula, charge and spin: 107.0 kcal/mol
HOMO: -9.79 eV
structure (SMILES): C#[N+][O-].P

---

Record 7
Molecular formula: CH4NOP
Method: DFT, ωB97M-V with the def2-TZVPD basis set

CARTESIAN COORDINATES (ANGSTROEM)
C (0.410, 0.811, -0.583)
N (0.312, 1.156, 0.761)
O (-0.492, 2.020, 1.127)
P (-0.534, -1.191, 0.168)
H (1.340, 0.515, -1.096)
H (-0.161, 1.259, -1.363)
H (-0.467, -0.818, 1.614)
H (0.766, -1.893, 0.291)

Calculated values
electronic energy: -511.6797 Eh
energy above the lowest of the compared OMol25 structures with the same formula, charge and spin: 115.7 kcal/mol
HOMO: -8.82 eV

---

Record 8
Molecular formula: CH4NOPS
Method: DFT, ωB97M-V with the def2-TZVPD basis set

CARTESIAN COORDINATES (ANGSTROEM)
C (-0.146, -0.840, -0.117)
N (1.223, 1.275, 0.484)
O (1.172, -1.180, 0.298)
P (-0.351, 1.035, -0.149)
S (2.163, 0.034, -0.235)
H (-0.288, -1.165, -1.175)
H (-0.771, -1.272, 0.580)
H (0.923, 0.904, 1.758)
H (0.017, 1.301, -1.514)

Calculated values
electronic energy: -909.9325 Eh
energy above the lowest of the compared OMol25 structures with the same formula, charge and spin: 45.5 kcal/mol
HOMO: -8.69 eV

---

Record 9
Molecular formula: CH4NP
Method: DFT, ωB97M-V with the def2-TZVPD basis set

CARTESIAN COORDINATES (ANGSTROEM)
C (1.202, 0.292, -0.216)
N (0.215, -0.360, 0.318)
P (-2.856, -0.379, 0.562)
H (-1.933, 0.605, 0.089)
H (2.130, -0.027, -0.627)
H (0.837, 1.224, -0.581)
H (0.405, -1.355, 0.454)

Calculated values
electronic energy: -436.4510 Eh
energy above the lowest of the compared OMol25 structures with the same formula, charge and spin: 70.9 kcal/mol
HOMO (alpha / beta): -8.18 / -8.14 eV

---

Record 10
Molecular formula: CH4NS
Method: DFT, ωB97M-V with the def2-TZVPD basis set

CARTESIAN COORDINATES (ANGSTROEM)
S (2.602, 0.515, -0.040)
H (2.700, 1.233, 1.102)
C (-0.851, -0.717, -0.195)
N (-1.865, 0.082, 0.066)
H (-1.065, -1.794, -0.130)
H (-0.016, -0.347, -0.796)
H (-1.505, 1.028, -0.007)

Calculated values
spin multiplicity: 2
electronic energy: -493.3408 Eh
energy above the lowest of the compared OMol25 structures with the same formula, charge and spin: 4.7 kcal/mol
HOMO (alpha / beta): -10.27 / -9.94 eV

---

Record 11
Molecular formula: CH4NS3
Method: DFT, ωB97M-V with the def2-TZVPD basis set

CARTESIAN COORDINATES (ANGSTROEM)
C (0.360, -0.264, -0.503)
N (0.758, 0.285, -1.632)
S (-1.043, -1.052, -0.294)
S (-3.467, -0.735, 4.756)
S (-1.780, -0.659, 5.621)
H (1.065, -0.167, 0.192)
H (-3.206, -1.765, 3.682)
H (-0.008, 0.239, -2.313)
H (1.463, 0.967, -1.754)

Calculated values
electronic energy: -1289.4345 Eh
energy above the lowest of the compared OMol25 structures with the same formula, charge and spin: 45.8 kcal/mol
HOMO (alpha / beta): -11.13 / -11.13 eV
net charge: +1

---

Record 12
Molecular formula: CH4O2
Method: DFT, ωB97M-V with the def2-TZVPD basis set

CARTESIAN COORDINATES (ANGSTROEM)
H (1.919, 0.398, 0.345)
C (0.894, 0.191, -0.055)
H (0.826, 1.114, -0.812)
H (1.198, -0.637, -0.861)
O (1.024, 0.182, 1.234)
O (-1.713, -0.338, -0.915)
H (-1.555, -0.331, 0.048)

Calculated values
electronic energy: -190.7046 Eh
energy above the lowest of the compared OMol25 structures with the same formula, charge and spin: 154.2 kcal/mol
HOMO (alpha / beta): -10.58 / -9.25 eV

---

Record 13
Molecular formula: CH4O2P
Method: DFT, ωB97M-V with the def2-TZVPD basis set

CARTESIAN COORDINATES (ANGSTROEM)
C (-0.276, 0.168, 0.698)
O (0.575, 2.617, 0.334)
O (0.164, 1.093, -2.341)
P (-0.523, 1.856, -0.243)
H (-1.008, 0.038, 1.544)
H (0.800, 0.163, 0.782)
H (-0.574, -0.754, 0.152)
H (1.119, 1.459, -2.206)

Calculated values
electronic energy: -532.3495 Eh
energy above the lowest of the compared OMol25 structures with the same formula, charge and spin: 50.3 kcal/mol
HOMO: -3.23 eV
net charge: -1

---

Record 14
Molecular formula: CH4O2S
Method: DFT, ωB97M-V with the def2-TZVPD basis set

CARTESIAN COORDINATES (ANGSTROEM)
C (0.282, 0.045, 0.348)
S (-1.479, 0.067, -0.109)
O (-2.406, -1.149, 0.063)
O (-2.041, 1.326, 0.186)
H (0.635, 0.938, -0.297)
H (0.448, 0.151, 1.445)
H (0.844, -0.853, -0.118)
H (-1.420, 0.136, -1.471)

Calculated values
electronic energy: -589.0924 Eh
energy above the lowest of the compared OMol25 structures with the same formula, charge and spin: 47.4 kcal/mol
HOMO: -10.94 eV
structure (SMILES): C[SH](=O)=O

---

Record 15
Molecular formula: CH4O2S
Method: DFT, ωB97M-V with the def2-TZVPD basis set

CARTESIAN COORDINATES (ANGSTROEM)
C (1.297, 0.110, 0.173)
O (0.270, -0.497, -0.500)
O (-1.221, -0.636, 0.441)
S (-2.227, 0.387, -0.061)
H (1.797, 0.708, -0.590)
H (1.915, -0.577, 0.761)
H (0.823, 0.985, 0.719)
H (-2.655, -0.478, -0.943)

Calculated values
electronic energy: -588.9913 Eh
energy above the lowest of the compared OMol25 structures with the same formula, charge and spin: 110.8 kcal/mol
HOMO (alpha / beta): -9.57 / -9.31 eV

---

Record 16
Molecular formula: CH4O2S
Method: DFT, ωB97M-V with the def2-TZVPD basis set

CARTESIAN COORDINATES (ANGSTROEM)
O (-0.700, -2.500, 1.726)
C (0.336, -1.987, 1.427)
O (0.194, -1.062, 0.408)
H (1.355, -2.117, 1.795)
H (0.998, -0.523, 0.362)
S (-0.440, 3.134, -1.651)
H (-0.328, 1.804, -1.505)
H (-1.416, 3.250, -2.561)

Calculated values
electronic energy: -589.1470 Eh
energy above the lowest of the compared OMol25 structures with the same formula, charge and spin: 13.1 kcal/mol
HOMO: -9.86 eV
structure (SMILES): O=CO.S

---

Record 17
Molecular formula: CH4O2S2
Method: DFT, ωB97M-V with the def2-TZVPD basis set

CARTESIAN COORDINATES (ANGSTROEM)
C (-1.168, -0.336, -0.084)
O (-1.986, -0.842, 0.864)
O (-0.723, 0.725, -0.122)
S (2.334, 1.020, 0.212)
S (2.216, -0.775, -0.532)
H (-0.997, -1.011, -0.965)
H (-2.448, -1.739, 0.733)
H (1.076, 1.281, 0.653)
H (1.696, 1.677, -0.759)

Calculated values
electronic energy: -987.2888 Eh
energy above the lowest of the compared OMol25 structures with the same formula, charge and spin: 38.0 kcal/mol
HOMO: -8.41 eV

---

Record 18
Molecular formula: CH4O2Y
Method: DFT, ωB97M-V with the def2-TZVPD basis set

CARTESIAN COORDINATES (ANGSTROEM)
H (-0.212, 2.629, 1.277)
O (-0.190, 1.099, 0.067)
Y (-1.073, 1.093, 2.218)
O (-0.022, 0.326, -0.958)
C (0.324, -1.039, -0.680)
H (0.782, -1.417, -1.598)
H (1.002, -1.106, 0.180)
H (-0.612, -1.585, -0.507)

Calculated values
spin multiplicity: 2
electronic energy: -228.3609 Eh
HOMO (alpha / beta): -19.18 / -19.13 eV
net charge: +2

---

Record 19
Molecular formula: CH4O3S
Method: DFT, ωB97M-V with the def2-TZVPD basis set

CARTESIAN COORDINATES (ANGSTROEM)
C (-0.170, -1.087, 0.878)
O (1.334, 1.011, -0.538)
O (-1.197, 0.262, -1.213)
O (-1.587, 0.828, -0.013)
S (-1.103, 0.164, 1.367)
H (0.454, 0.737, -0.879)
H (-0.134, -1.035, -0.205)
H (0.304, -1.613, 1.671)
H (2.099, 0.732, -1.067)

Calculated values
electronic energy: -664.1986 Eh
energy above the lowest of the compared OMol25 structures with the same formula, charge and spin: 140.3 kcal/mol
HOMO (alpha / beta): -9.14 / -9.14 eV

---

Record 20
Molecular formula: CH4O3Si
Method: DFT, ωB97M-V with the def2-TZVPD basis set

CARTESIAN COORDINATES (ANGSTROEM)
C (0.378, 0.624, -0.191)
O (-3.409, 0.464, -0.189)
O (-4.677, 0.007, -0.015)
O (-0.906, 0.581, 0.145)
Si (-2.139, -0.428, 0.079)
H (0.685, 0.240, -1.190)
H (1.062, 0.072, 0.356)
H (0.728, 1.633, -0.215)
H (-1.755, -1.733, 0.588)

Calculated values
electronic energy: -555.5381 Eh
energy above the lowest of the compared OMol25 structures with the same formula, charge and spin: 5.6 kcal/mol
HOMO (alpha / beta): -7.80 / -7.80 eV